# C21H47CrNO2SSi2

C21H47CrNO2SSi2 as an isolated structure (ωB97M-V with the def2-TZVPD basis set, the Open Molecules 2025 dataset).

The energy above the lowest of the compared OMol25 structures with the same formula, charge and spin comes out at 0.0 kJ/mol. Its spin multiplicity is 5. Its expectation value of S² is 6.0393. The calculation puts the HOMO energy (spin up / spin down) at -7.4085 / -7.5690 eV. The LUMO energy (spin up / spin down) comes out at 0.61 / 0.53 eV. The orbital gap (spin up / spin down) comes out at 8.0137 / 8.1032 eV.

Last column: Mulliken charge in e.
CARTESIAN COORDINATES (ANGSTROEM)
O  -1.291  -1.398  -1.273  -0.15
O  0.902  1.272  -4.232  -0.33
C  -0.401  -2.485  -1.687  -0.05
C  -0.921  -3.854  -1.313  -1.29
H  0.567  -2.287  -1.192  -0.01
H  -0.178  -2.459  -2.763  0.38
H  -0.953  -3.941  -0.225  0.22
H  -0.244  -4.622  -1.709  0.42
H  -1.915  -4.034  -1.722  0.31
C  -2.104  -0.760  -2.249  0.54
C  -1.791  -0.996  -3.724  -1.57
H  -2.041  0.319  -2.035  -0.12
H  -3.140  -1.044  -2.002  0.06
H  -0.860  -0.470  -3.986  0.26
H  -2.619  -0.612  -4.330  0.40
H  -1.717  -2.064  -3.943  0.55
C  0.516  2.350  -3.377  0.05
C  2.311  1.053  -4.268  -0.02
C  -0.892  2.767  -3.742  -1.23
H  1.194  3.207  -3.522  0.50
H  0.561  2.060  -2.313  -0.03
H  -0.938  3.080  -4.792  0.34
H  -1.188  3.621  -3.129  0.39
H  -1.605  1.948  -3.600  0.14
C  2.734  0.536  -5.629  -1.34
H  2.587  0.312  -3.498  0.12
H  2.867  1.981  -4.049  0.40
H  2.114  -0.299  -5.961  0.30
H  3.776  0.225  -5.557  0.41
H  2.668  1.326  -6.383  0.29
H  2.017  0.024  1.261  -0.14
Cr  -0.906  -0.262  1.418  0.56
C  2.571  -0.373  0.395  -0.41
Si  4.142  0.493  0.967  0.33
H  2.563  -1.464  0.489  0.40
H  2.007  -0.085  -0.512  -0.03
C  5.646  -0.310  0.182  -1.06
C  3.635  0.163  2.807  -0.96
C  3.442  2.254  0.653  -0.67
C  -2.317  -1.687  1.522  -0.99
Si  -3.586  -0.313  1.620  0.61
H  -2.311  -2.326  2.426  0.53
H  -2.531  -2.354  0.662  0.30
C  -5.090  -0.870  0.684  -1.25
C  -3.032  1.247  0.717  -1.04
C  -3.834  0.147  3.412  -1.07
H  2.683  2.209  -0.143  0.00
H  4.154  3.057  0.399  0.39
H  2.875  2.562  1.545  0.22
H  5.578  -1.411  0.342  0.32
H  6.595  0.038  0.605  0.32
H  5.659  -0.154  -0.922  0.30
H  2.951  -0.711  2.839  0.28
H  3.012  0.995  3.187  0.17
H  4.447  -0.034  3.529  0.44
H  -3.734  1.418  -0.100  0.39
H  -2.014  1.263  0.269  0.15
H  -3.095  2.096  1.399  0.42
H  -4.764  0.720  3.494  0.38
H  -3.018  0.757  3.826  0.27
H  -3.924  -0.754  4.030  0.28
H  -5.925  -0.234  0.995  0.34
H  -5.299  -1.925  0.907  0.30
H  -4.916  -0.752  -0.395  0.30
S  -0.114  2.055  2.388  -0.46
C  -0.169  1.065  3.764  0.36
C  -0.041  1.440  5.113  -0.88
C  -0.081  0.437  6.094  -0.14
C  -0.194  -0.912  5.696  -0.91
C  -0.311  -1.218  4.350  -0.49
N  -0.346  -0.265  3.393  0.54
H  0.192  2.491  5.341  0.42
H  0.015  0.702  7.145  0.41
H  -0.208  -1.711  6.440  0.39
H  -0.424  -2.244  3.970  0.46